122
Properties=species:S:1:pos:R:3:forces:R:3 method="wB97M-V/def2-TZVPD" smiles="O=C1c2ccccc2C(=O)N1c1ccccc1.O=C1c2ccccc2C(=O)c2ccccc21.O=C1c2ccccc2C(=O)c2ccccc21.O=C1c2ccccc2C(=O)c2ccccc21.O=C1c2ccccc2C(=O)c2ccccc21" homo_energy_ev=-8.82
O -8.197 2.145 1.575 1.0 -2.9 -3.4
C -8.295 1.426 0.553 -3.2 2.6 2.2
C -9.675 1.496 -0.237 -1.1 -1.8 -2.7
C -10.906 2.415 -0.098 0.5 -3.1 -2.7
C -12.079 2.165 -1.109 3.6 -2.0 0.3
C -11.940 1.041 -2.196 2.3 0.5 2.3
C -10.684 0.109 -2.310 -0.1 2.7 2.7
C -9.546 0.363 -1.296 -2.7 2.2 0.7
C -8.140 -0.338 -1.066 0.0 -1.4 -1.8
O -7.698 -1.373 -1.602 -1.5 3.8 2.0
N -7.358 0.484 -0.085 -0.6 2.2 -0.6
C -6.375 1.433 -0.705 3.8 2.6 -2.8
C -5.408 2.322 0.165 -0.2 -0.2 -2.4
C -4.405 3.340 -0.432 -2.5 -2.3 -2.1
C -4.319 3.501 -1.973 -2.5 -2.5 1.5
C -5.226 2.618 -2.867 -0.2 -0.3 3.5
C -6.246 1.599 -2.252 2.0 2.1 1.9
H -10.909 3.217 0.707 -0.1 -1.2 -1.3
H -13.014 2.823 -1.007 1.6 -1.3 -0.4
H -12.825 0.920 -2.899 1.5 0.0 1.0
H -10.572 -0.705 -3.105 -0.4 1.4 1.3
H -5.490 2.174 1.303 0.2 0.4 -2.0
H -3.757 3.942 0.300 -1.1 -1.1 -1.4
H -3.602 4.257 -2.436 -1.2 -1.3 0.7
H -5.165 2.703 -4.011 -0.1 -0.1 2.0
H -6.882 1.017 -2.994 0.9 0.7 1.3
O 2.502 -0.162 3.682 -0.9 0.4 -0.1
C 1.422 0.316 3.371 0.7 -0.2 0.2
C 1.305 1.752 3.035 0.2 0.3 0.0
C 2.444 2.561 3.052 0.0 0.2 -0.1
C 2.349 3.903 2.697 -0.1 -0.2 0.0
C 1.119 4.440 2.324 -0.1 -0.2 0.0
C -0.019 3.641 2.324 0.1 0.2 0.0
C 0.070 2.298 2.684 0.2 0.2 -0.1
C -1.151 1.462 2.696 -0.9 0.4 -0.2
O -2.239 1.953 2.443 0.3 -0.1 0.0
C -1.031 0.022 3.014 -0.1 -0.4 0.1
C -2.170 -0.784 2.993 -0.1 -0.2 0.0
C -2.064 -2.145 3.257 0.1 0.2 0.0
C -0.820 -2.706 3.541 0.1 0.2 0.0
C 0.315 -1.902 3.576 -0.2 -0.2 0.0
C 0.211 -0.534 3.318 -0.2 -0.3 0.0
H 3.406 2.146 3.336 -0.2 -0.1 -0.1
H 3.235 4.529 2.706 -0.1 -0.1 0.0
H 1.046 5.483 2.036 0.0 -0.1 0.0
H -0.975 4.068 2.037 0.1 -0.2 0.1
H -3.141 -0.354 2.767 0.2 0.1 0.0
H -2.950 -2.771 3.236 0.1 0.1 0.0
H -0.736 -3.770 3.737 0.0 0.1 0.0
H 1.280 -2.345 3.802 -0.1 0.2 0.0
O 1.940 5.146 -1.225 0.0 0.1 -0.2
C 1.667 5.263 -2.407 0.2 -0.1 0.9
C 2.451 6.168 -3.277 0.3 0.3 -0.1
C 3.527 6.879 -2.743 0.2 0.1 -0.1
C 4.292 7.701 -3.563 -0.2 -0.1 0.0
C 3.987 7.815 -4.918 -0.2 -0.1 0.0
C 2.905 7.122 -5.449 0.2 0.2 0.0
C 2.131 6.301 -4.628 0.3 0.2 0.1
C 0.970 5.581 -5.200 -0.3 0.1 -1.0
O 0.657 5.739 -6.367 0.1 0.0 0.3
C 0.200 4.660 -4.333 -0.3 -0.2 0.1
C -0.875 3.946 -4.867 -0.2 -0.2 0.1
C -1.582 3.053 -4.069 0.2 0.2 -0.1
C -1.219 2.870 -2.735 0.2 0.1 0.0
C -0.159 3.591 -2.198 -0.2 -0.2 0.0
C 0.550 4.492 -2.994 -0.3 -0.3 -0.1
H 3.772 6.790 -1.690 -0.2 -0.1 -0.1
H 5.131 8.250 -3.147 -0.1 -0.1 0.0
H 4.592 8.447 -5.560 -0.1 -0.1 0.1
H 2.670 7.219 -6.504 -0.1 -0.1 0.2
H -1.159 4.081 -5.906 0.2 0.1 0.1
H -2.414 2.496 -4.486 0.1 0.1 0.1
H -1.765 2.166 -2.115 0.0 0.1 -0.1
H 0.117 3.445 -1.158 0.1 0.1 -0.1
O 8.868 -2.564 0.880 0.0 0.3 0.1
C 8.591 -1.476 1.356 0.1 -0.9 -0.3
C 9.472 -0.308 1.122 0.3 0.2 -0.1
C 10.614 -0.452 0.333 0.2 0.2 -0.1
C 11.424 0.648 0.076 -0.2 -0.1 0.1
C 11.097 1.896 0.603 -0.2 -0.1 0.1
C 9.969 2.039 1.403 0.2 0.1 -0.1
C 9.157 0.936 1.670 0.3 0.1 -0.2
C 7.968 1.095 2.538 -0.3 0.8 0.4
O 7.724 2.170 3.060 0.1 -0.3 -0.2
C 7.078 -0.067 2.755 -0.3 -0.1 0.1
C 5.935 0.079 3.542 -0.1 -0.2 0.0
C 5.074 -0.998 3.725 0.4 -0.1 0.2
C 5.352 -2.223 3.123 0.3 0.1 -0.1
C 6.498 -2.377 2.350 -0.3 -0.1 0.1
C 7.367 -1.300 2.168 -0.3 -0.1 0.1
H 10.872 -1.420 -0.085 -0.2 0.1 0.1
H 12.310 0.535 -0.541 -0.1 0.0 0.1
H 11.723 2.757 0.391 -0.1 -0.1 0.0
H 9.722 3.012 1.816 -0.1 -0.2 0.0
H 5.710 1.032 4.010 0.2 -0.1 -0.1
H 4.188 -0.882 4.332 0.4 -0.1 -0.1
H 4.674 -3.061 3.258 0.1 0.1 0.0
H 6.710 -3.335 1.886 0.1 0.2 0.0
O -2.776 -9.433 -1.232 0.2 0.2 0.2
C -1.990 -8.765 -0.583 -0.6 -0.5 -0.5
C -0.708 -9.348 -0.124 0.3 -0.2 0.1
C -0.392 -10.666 -0.457 0.2 -0.1 0.0
C 0.826 -11.209 -0.064 -0.1 0.2 0.0
C 1.733 -10.439 0.660 -0.1 0.2 0.0
C 1.414 -9.131 1.008 0.1 -0.2 0.0
C 0.190 -8.585 0.622 0.2 -0.3 -0.1
C -0.149 -7.198 1.013 0.6 0.5 0.6
O 0.612 -6.549 1.711 -0.2 -0.2 -0.2
C -1.420 -6.608 0.537 -0.3 0.2 -0.1
C -1.734 -5.290 0.869 -0.2 0.2 -0.1
C -2.910 -4.715 0.400 0.1 -0.2 0.0
C -3.777 -5.455 -0.402 0.1 -0.2 0.0
C -3.474 -6.775 -0.722 -0.1 0.2 0.0
C -2.297 -7.356 -0.249 -0.2 0.4 0.0
H -1.092 -11.270 -1.026 0.0 0.2 0.1
H 1.073 -12.233 -0.328 0.0 0.1 0.0
H 2.689 -10.859 0.956 -0.1 0.1 0.0
H 2.122 -8.537 1.577 -0.2 0.0 -0.1
H -1.061 -4.706 1.489 0.0 -0.2 -0.1
H -3.151 -3.688 0.656 0.0 -0.1 0.0
H -4.690 -5.003 -0.775 0.1 -0.1 0.0
H -4.155 -7.346 -1.345 0.2 -0.1 0.1